{"formula": "C4H8O2", "method": "ωB97M-V/def2-TZVPD", "symbols": ["C", "C", "C", "C", "O", "O", "H", "H", "H", "H", "H", "H", "H", "H"], "coordinates": [[0.45984, -1.01982, -0.46384], [1.26148, 1.15123, 0.51876], [-2.23863, -0.08135, -0.45733], [0.58724, -0.23021, 0.62410], [0.00418, -2.24818, -0.50998], [-3.15782, 0.52658, -0.10469], [0.75482, -0.57310, -1.40209], [1.42676, 1.26876, -0.51047], [2.16859, 1.26609, 1.15073], [0.56349, 1.87884, 0.83604], [-1.31611, 0.26335, -1.15891], [-0.38943, -2.46488, 0.31398], [-2.03667, -1.08192, -0.00637], [0.05842, -0.45437, 1.55402]], "forces_ev_per_a": [[1.5838, 2.7495, 1.6692], [-0.3924, -1.9972, 1.2833], [4.3877, -1.8205, -1.1877], [0.0427, 0.2939, -0.3699], [-0.5108, -1.2330, -1.6776], [-2.7089, 2.3303, 0.4693], [0.3123, -0.5789, -0.3942], [0.8210, 0.6494, -1.3591], [-0.4493, -0.2741, -0.6325], [-0.7153, 1.0454, 0.3474], [-2.3140, -0.2438, 0.8751], [-0.4651, -0.5434, 1.3252], [-0.0662, -0.0034, -0.3288], [0.4746, -0.3743, -0.0197]], "gap_ha": 0.35204, "lumo_ev": 0.79, "max_force_ha_per_bohr": 0.0952, "e_above_lowest_ev": 3.0572, "e_tot_ev": -8370.2246, "charge": 0, "smiles": "C/C=C/O.C=O"}



{"formula": "C4H10N2O2", "method": "ωB97M-V/def2-TZVPD", "symbols": ["O", "C", "N", "C", "H", "H", "H", "H", "H", "O", "C", "N", "C", "H", "H", "H", "H", "H"], "coordinates": [[-4.82425, -3.49161, -1.29721], [-4.38756, -4.42602, -2.02259], [-4.83954, -4.58426, -3.29972], [-6.03931, -3.87946, -3.78461], [-3.75799, -5.27909, -1.67101], [-4.60637, -5.46851, -3.75826], [-6.14945, -2.92080, -3.25033], [-6.94840, -4.48149, -3.61812], [-5.94746, -3.67210, -4.86405], [-9.68590, -1.94338, -3.65170], [-9.36635, -3.10493, -3.79090], [-9.00807, -3.68995, -4.94740], [-8.42504, -2.87676, -5.98377], [-9.40282, -3.87502, -2.98262], [-8.81918, -4.69536, -4.94644], [-8.98359, -1.93686, -6.12943], [-8.40577, -3.42634, -6.93991], [-7.38847, -2.62952, -5.69913]], "forces_ev_per_a": [[1.7686, -2.5925, -1.5937], [-2.4071, 1.9536, 1.4317], [-0.0406, -0.5222, -0.1899], [0.3189, 0.0929, -0.0116], [0.0733, 0.8124, -0.1163], [-0.1033, 0.6432, 0.2840], [0.1477, -0.5345, -0.1910], [0.4701, 0.1973, 0.0578], [0.1238, -0.1985, 0.5321], [0.5698, -0.3039, 0.0272], [-0.9756, -0.5128, 0.8372], [0.2207, -0.5051, -0.5747], [0.3473, 0.2757, -0.9182], [-0.1943, 0.5098, 0.0570], [-0.0377, 0.8359, 0.1040], [0.1671, -0.5403, 0.2024], [-0.0453, 0.2234, 0.4175], [-0.4033, 0.1658, -0.3557]], "gap_ha": 0.37669, "lumo_ev": 0.45, "max_force_ha_per_bohr": 0.0684, "e_above_lowest_ev": 1.8588, "e_tot_ev": -11385.0440, "charge": 0, "smiles": "CNC=O.CNC=O"}



{"formula": "C30H28FN2O4PdS6", "method": "ωB97M-V/def2-TZVPD", "symbols": ["Pd", "C", "C", "C", "C", "C", "C", "C", "F", "C", "C", "C", "O", "C", "C", "N", "C", "C", "O", "O", "H", "H", "H", "H", "H", "H", "H", "H", "H", "H", "H", "C", "S", "C", "C", "S", "S", "C", "S", "S", "H", "H", "H", "C", "C", "C", "C", "C", "C", "C", "C", "N", "H", "H", "H", "H", "H", "H", "O", "S", "C", "C", "C", "C", "H", "H", "H", "H", "H", "H", "H", "H"], "coordinates": [[0.87127, 0.24822, -0.10189], [-0.60311, -7.34150, 0.99811], [-0.57793, -6.48378, 2.25837], [-1.71965, -6.78159, 3.22195], [-3.05931, -6.40544, 2.60462], [-3.02708, -4.98879, 2.09617], [-4.18619, -4.25820, 1.96190], [-4.12866, -2.94940, 1.49184], [-5.28998, -2.26360, 1.37267], [-2.94887, -2.34800, 1.15935], [-1.75210, -3.06672, 1.29180], [-0.47722, -2.40273, 0.92677], [-0.58247, -1.22975, 0.50052], [0.70797, -3.17388, 1.13286], [0.55271, -4.44752, 1.60044], [-0.60537, -5.06408, 1.90141], [-1.79717, -4.38382, 1.75958], [2.20669, -2.78604, 0.88400], [3.01038, -3.60359, 1.35616], [2.44069, -1.74470, 0.25730], [-0.59201, -8.39886, 1.25852], [0.26873, -7.12749, 0.38289], [-1.49087, -7.13842, 0.40151], [0.37314, -6.64069, 2.77505], [-1.56353, -6.20770, 4.13873], [-1.69873, -7.84052, 3.48543], [-3.86278, -6.51192, 3.33592], [-3.29334, -7.08732, 1.78191], [-5.14337, -4.68874, 2.22296], [-2.91513, -1.33289, 0.79431], [1.46527, -5.01283, 1.75219], [5.03020, 4.29962, 0.22340], [3.38000, 4.72820, 0.83141], [2.40620, 4.44254, -0.59887], [2.08405, 3.22995, -1.11434], [2.63553, 1.68916, -0.55028], [1.08444, 3.32131, -2.55699], [0.83028, 5.02746, -2.60231], [-0.10376, 5.78882, -3.72673], [1.73568, 5.85064, -1.39039], [5.71207, 4.45634, 1.05621], [5.30618, 4.94748, -0.60338], [5.05059, 3.25611, -0.07626], [0.73087, 0.96425, 1.75132], [-0.41077, 1.89655, 1.67940], [-1.72108, 1.43552, 1.85802], [-2.80287, 2.27093, 1.66742], [-2.60133, 3.59780, 1.28843], [-1.29953, 4.08628, 1.14953], [-0.22547, 3.24910, 1.36179], [-3.72776, 4.45236, 1.05352], [-4.63123, 5.13708, 0.85865], [0.51892, 0.08417, 2.36223], [1.66863, 1.43237, 2.04801], [-1.87715, 0.39556, 2.11728], [-3.81291, 1.90390, 1.79916], [-1.14305, 5.11922, 0.87010], [0.78172, 3.62004, 1.25347], [-0.64790, 0.48058, -2.68147], [-1.40833, 1.30616, -1.68910], [-2.36948, 2.55803, -2.62956], [-3.85251, 2.27372, -2.44036], [-3.97293, 0.75485, -2.33650], [-2.92579, 0.35291, -1.31248], [-2.04914, 2.40593, -3.66176], [-2.05692, 3.55044, -2.31315], [-4.43886, 2.68756, -3.26040], [-4.21007, 2.73737, -1.51861], [-3.74211, 0.29361, -3.29932], [-4.97305, 0.43563, -2.03904], [-2.62051, -0.69311, -1.33727], [-3.23340, 0.62265, -0.30305]], "forces_ev_per_a": [[0.5580, -0.0232, 0.1176], [0.0103, 0.0271, 0.0634], [0.0598, -0.1023, 0.0719], [0.0154, -0.0430, 0.0114], [0.0016, -0.0112, 0.0147], [-0.0283, 0.0045, -0.0034], [0.0788, 0.0853, -0.0460], [0.0535, -0.0028, -0.0073], [0.0589, -0.0373, 0.0066], [-0.0582, -0.0456, 0.0316], [-0.0125, 0.0470, -0.0278], [-0.1598, 0.1059, -0.0072], [0.0765, -0.0634, -0.1409], [0.0780, -0.0717, -0.0398], [0.0488, 0.1055, -0.0258], [0.0354, 0.0365, 0.0101], [-0.0642, 0.0683, -0.0184], [-0.1267, -0.0539, 0.1499], [0.1631, -0.2829, 0.1290], [-0.2813, 0.3020, -0.2914], [0.0016, -0.0796, 0.0117], [0.0397, 0.0097, -0.0355], [-0.0562, 0.0102, -0.0394], [-0.0931, -0.0079, -0.0325], [-0.0001, -0.0080, -0.0008], [0.0080, 0.0166, 0.0051], [0.0187, -0.0083, -0.0176], [-0.0138, -0.0040, 0.0049], [-0.0459, -0.0163, 0.0135], [-0.0013, -0.0021, 0.0288], [0.0187, -0.0115, 0.0000], [-0.1425, -0.0074, 0.0119], [-0.0158, 0.0472, 0.0358], [-0.0062, -0.0622, 0.0084], [-0.0849, 0.1611, -0.0727], [-0.0334, -0.1852, -0.0358], [-0.0555, -0.0358, 0.1252], [0.2250, -0.0108, -0.0583], [-0.1175, 0.0134, -0.0141], [-0.0298, -0.0296, 0.0255], [0.0482, 0.0054, 0.0312], [0.0402, 0.0252, -0.0496], [0.0076, -0.0687, -0.0193], [-0.0182, 0.1359, 0.2518], [0.0044, -0.0492, -0.0135], [0.0322, 0.0199, 0.0366], [-0.0172, 0.0294, 0.0470], [0.0090, -0.0262, -0.0011], [-0.0124, 0.0085, -0.0067], [-0.0466, -0.0905, 0.0321], [0.0691, 0.0052, 0.0061], [-0.1104, 0.0394, -0.0191], [0.0568, 0.0278, -0.0652], [-0.0992, 0.0018, -0.0729], [0.0027, 0.0041, 0.0103], [-0.0287, -0.0112, 0.0100], [0.0121, 0.0515, -0.0105], [0.0815, 0.0347, -0.0184], [0.0541, 0.0248, -0.0266], [-0.3459, -0.0198, 0.1325], [0.0972, -0.0855, -0.0836], [-0.0221, -0.0726, -0.0003], [-0.0275, 0.0443, -0.0199], [0.0974, -0.0201, -0.1308], [0.0255, -0.0083, -0.0041], [0.0196, 0.0625, 0.0212], [-0.0232, 0.0178, -0.0350], [-0.0258, 0.0188, 0.0458], [-0.0014, -0.0022, -0.0198], [-0.0148, -0.0109, 0.0018], [0.0146, 0.0611, -0.0008], [-0.0017, 0.0124, 0.0085]], "gap_ha": 0.24156, "lumo_ev": 1.89, "max_force_ha_per_bohr": 0.0111, "e_above_lowest_ev": 1.0599, "e_tot_ev": -113946.4246, "charge": -1}



{"formula": "C13H26N6O6Pt", "method": "ωB97M-V/def2-TZVPD", "symbols": ["O", "H", "Pt", "N", "N", "N", "N", "O", "O", "O", "O", "C", "C", "C", "C", "C", "H", "H", "H", "C", "H", "H", "H", "C", "C", "H", "H", "H", "H", "H", "H", "H", "H", "C", "H", "H", "H", "O", "H", "H", "C", "C", "N", "C", "C", "N", "H", "H", "H", "H", "H", "H"], "coordinates": [[-0.99742, -1.31446, -4.47599], [-1.01739, -0.33141, -4.55249], [0.39176, -0.14329, -0.36742], [0.55334, 1.42662, 0.89105], [2.03558, 0.85058, -1.08779], [-0.77378, -1.19165, 0.93271], [0.21032, -1.99409, -1.23406], [-0.23217, 1.64184, 1.89362], [-1.26460, -0.70715, 2.09986], [0.81248, -2.29375, -2.32713], [2.80546, 0.35882, -1.94289], [2.29765, 2.08078, -0.51571], [1.44954, 2.39743, 0.55358], [-1.07074, -2.46944, 0.64623], [-0.54178, -2.94072, -0.56548], [1.40937, 3.59233, 1.42090], [1.65142, 3.32528, 2.45655], [0.41283, 4.05134, 1.40327], [2.12740, 4.34069, 1.08269], [3.50483, 2.82585, -0.95469], [3.65030, 2.71791, -2.03447], [4.40410, 2.43880, -0.44996], [3.40635, 3.89088, -0.71385], [-1.84981, -3.23083, 1.64568], [-0.68361, -4.32077, -1.09050], [-2.82053, -2.75673, 1.84048], [-1.28959, -3.34391, 2.58686], [-2.04012, -4.22682, 1.24033], [-0.02849, -4.46680, -1.95278], [-1.71992, -4.49285, -1.41192], [-0.43451, -5.05557, -0.31314], [-0.94485, 0.29342, 2.09062], [-0.67603, -1.33444, -3.50887], [-0.85529, 0.86396, -1.24804], [-0.46045, 1.10285, -2.21487], [-1.65958, 0.09648, -1.46601], [-1.27235, 1.73381, -0.67869], [-3.56418, 2.60816, -1.71931], [-4.36137, 2.02096, -1.73538], [-3.58888, 2.93432, -0.82446], [1.95612, -0.35066, 3.01426], [2.53299, -1.03986, 1.85103], [2.09692, -1.05440, 0.59156], [2.94105, -1.83211, -0.17322], [3.92526, -2.26907, 0.62974], [3.67050, -1.78177, 1.88894], [0.87778, -0.54822, 3.10443], [2.45773, -0.70523, 3.91776], [2.10308, 0.73940, 2.94688], [2.74880, -1.99357, -1.23689], [4.77051, -2.88752, 0.34759], [4.18508, -1.92991, 2.71938]], "forces_ev_per_a": [[0.5628, 1.6147, 2.4427], [-0.1621, -0.9650, -0.4903], [6.2213, -2.0013, 6.7778], [-0.5583, -0.6859, -0.4130], [-1.8272, -0.8066, -1.2323], [-1.6162, -2.3571, -1.1298], [-0.7367, -1.8982, -1.3996], [-0.2510, -0.5423, -0.2622], [0.2901, 1.1456, 0.1138], [-0.7931, 0.2867, 1.1873], [0.7356, -0.0159, -0.6724], [-1.1794, 1.1744, 2.4913], [1.9740, 0.2934, -1.6680], [0.4687, 3.2812, 1.5285], [1.8329, 1.5874, -1.7816], [0.4431, 0.7937, -0.0434], [-0.1512, 0.1157, -0.1304], [0.1923, -0.1656, 0.1218], [-0.0031, -0.0509, 0.0427], [0.1033, 0.4218, -0.1191], [-0.0085, -0.0219, 0.2409], [-0.2391, 0.0584, -0.1979], [0.0549, -0.2590, -0.0189], [-0.2726, -0.9071, -0.1420], [-0.1362, -0.2529, -0.0382], [0.3686, 0.0287, 0.0870], [-0.2574, 0.2118, -0.2682], [-0.0449, 0.0141, 0.1834], [-0.0927, 0.1068, 0.1900], [0.1984, -0.0969, 0.0314], [-0.0649, 0.0817, -0.2184], [-0.2943, -0.6634, 0.0921], [-0.3434, -0.6996, -2.1107], [-5.7064, 1.0140, -2.7064], [0.0910, 0.8692, -0.6160], [-0.0450, 1.3801, 0.0537], [0.3623, -0.7720, -0.7587], [-1.3118, -0.9609, -0.3269], [1.0655, 0.6763, -0.2157], [0.1785, 0.3359, 0.5282], [-0.2421, 0.3639, 0.4941], [0.4469, -0.6076, -1.7110], [0.0297, -0.9110, 1.1474], [-0.3366, 0.2861, 0.0148], [0.9029, -0.7616, -0.3774], [-0.7151, 0.4475, -0.2957], [0.4161, 0.0863, -0.0280], [-0.1065, 0.0619, 0.0085], [-0.0996, -0.3898, 0.0011], [0.2030, 0.0968, 0.5610], [-0.1444, 0.1738, 0.4664], [0.5981, -0.2156, 0.5662]], "gap_ha": [0.21509, 0.25626], "multiplicity": 3, "lumo_ev": [-0.13, -0.83], "max_force_ha_per_bohr": 0.1831, "e_above_lowest_ev": 1.0399, "e_tot_ev": -38366.9270, "charge": 0}